{
  "formula": "C16H24N4O2",
  "method": "the ωB97M-V functional and the def2-TZVPD basis",
  "de_lowest_ev": 17.727,
  "spin_multiplicity": 1,
  "species": ["O", "O", "N", "N", "N", "N", "C", "C", "C", "C", "C", "C", "C", "C", "C", "C", "C", "C", "C", "C", "C", "C", "H", "H", "H", "H", "H", "H", "H", "H", "H", "H", "H", "H", "H", "H", "H", "H", "H", "H", "H", "H", "H", "H", "H", "H"],
  "coordinates": [[2.20880, 2.56080, -0.74031], [-3.33393, 1.30632, 0.69634], [-3.72058, -0.99650, 0.41723], [-1.92642, 0.24634, -0.71064], [2.79958, -0.99903, -0.14432], [0.69714, 0.99490, 0.11667], [6.11378, -2.30595, 0.37610], [4.25662, 0.91831, 0.16308], [5.18735, -1.23224, 0.07547], [-0.49844, 2.21905, -0.12337], [-0.77997, -0.58322, -0.35443], [-3.74962, -1.86241, -0.44458], [1.95150, 1.56410, -0.12559], [-4.29840, -1.14742, -1.94875], [-1.32758, 1.47197, -1.04684], [-4.70550, -1.10464, 1.20186], [-3.06702, 0.14075, 0.40915], [3.72855, -1.74807, -0.04624], [0.09592, -0.11649, 0.83523], [5.31082, 0.06240, 0.45289], [2.94500, 0.42193, 0.11925], [-6.02728, -0.44097, 0.91175], [-2.27405, 2.38731, -1.15746], [-4.42832, -1.99042, -2.54708], [-1.21952, -1.64541, -0.01928], [-0.21099, -0.86906, -1.20567], [3.53211, -2.56796, -0.32870], [-5.05284, -0.83616, -1.78222], [-5.81712, 0.55587, 0.42817], [-2.80561, -2.34163, -0.83437], [-4.66119, -2.01426, 1.72292], [6.88025, -2.02744, -0.85490], [-3.53663, -0.60720, -2.36109], [6.34149, 0.46377, 0.59931], [-0.39356, -0.01782, 1.63442], [-4.52120, -2.77899, -0.37118], [4.34184, 2.07758, 0.53491], [-0.82654, 1.37954, -2.16553], [5.78714, -3.54846, 0.12204], [-4.51980, -0.21220, 2.09771], [-6.29635, -1.00513, 0.01791], [6.80944, -2.24310, 1.12853], [0.01140, 2.97798, -0.40135], [-6.74605, -0.45298, 1.61136], [-0.88662, 2.52764, 0.94929], [1.03123, -0.80847, 0.97824]]
}

***

{
  "formula": "C16H24N4OS",
  "method": "the ωB97M-V functional and the def2-TZVPD basis",
  "de_lowest_ev": 15.418,
  "smiles": "Cc1sc2ncnc(NCC(C)(C)N3CCOCC3)c2c1C",
  "spin_multiplicity": 1,
  "species": ["S", "O", "N", "N", "N", "N", "C", "C", "C", "C", "C", "C", "C", "C", "C", "C", "C", "C", "C", "C", "C", "C", "H", "H", "H", "H", "H", "H", "H", "H", "H", "H", "H", "H", "H", "H", "H", "H", "H", "H", "H", "H", "H", "H", "H", "H"],
  "coordinates": [[4.66566, -0.86528, -0.52668], [-5.76613, -0.79712, -0.68891], [-3.59248, 0.38124, 0.70611], [0.19739, 0.69256, 0.90625], [0.48087, -1.49295, 0.54851], [2.50095, -2.55524, 0.05792], [5.59072, 1.74262, -0.55563], [2.39548, -0.09183, 0.18248], [-4.61299, -1.58543, -0.60814], [-4.70574, 0.94719, 0.27555], [2.56804, 2.64640, 0.36103], [1.20860, -2.65388, 0.54863], [3.30680, 1.20283, 0.01090], [-2.19735, 2.19513, -0.24890], [-1.33070, 0.63602, 1.14130], [-3.81360, -0.89251, 0.74705], [-5.32722, 0.62414, -1.07645], [-1.71312, 0.03151, -1.11632], [3.07581, -1.41540, -0.22409], [-2.22482, 0.80388, -0.05629], [4.56581, 0.79851, -0.36260], [0.93574, -0.24721, 0.49947], [-3.83466, -1.57753, -1.41514], [-2.75085, 2.57542, -1.26940], [-5.01729, -2.50276, -0.14613], [-2.49780, 0.16812, -2.12032], [-1.47394, 1.00897, 1.96608], [-4.44083, -0.96550, 1.33745], [2.19281, 2.72072, 1.52871], [-0.78355, 0.58304, -1.57618], [-1.57725, -0.94729, -0.96507], [1.96273, 2.70318, -0.26650], [5.67882, 2.39470, 0.17065], [-4.60206, 2.11761, 0.15956], [5.23622, 2.28446, -1.42414], [3.40470, 3.17019, 0.13264], [0.43024, 1.87952, 0.82054], [0.86024, -3.49374, 0.72569], [-2.48177, 3.10120, 0.66459], [-1.18466, 2.55202, -0.44202], [-6.37409, 0.83135, -1.20084], [-2.95401, -1.52457, 1.00894], [-4.75227, 0.78993, -1.93256], [-5.50722, 0.95524, 1.18343], [-1.29838, -0.40973, 1.59715], [6.57782, 1.11383, -0.94277]]
}

***

So what do the calculations give for max |F|? Going down the list: 0.3696 0.3084 hartree/bohr.